1.
A molecular structure, C18H29HfN2O4P at a distorted geometry, computed with ωB97M-V with the def2-TZVPD basis set.

Positions of all 55 atoms, in Å:
Hf  -0.27088  0.59596  0.77406
C  -1.82393  -0.80018  0.31573
O  -2.63154  -1.58125  0.02423
C  -0.61031  2.68230  0.41351
O  -0.82904  3.81337  0.16172
C  1.67464  -0.14370  0.30831
O  2.76688  -0.58318  0.16676
C  -1.73464  0.40461  -2.66305
P  -0.10203  -0.00776  -1.86431
H  0.31039  -1.48941  -3.61938
H  -2.39040  -0.35596  -2.21164
C  0.99697  1.04220  -2.93706
H  0.44308  1.10448  -3.88292
C  -1.80474  0.26785  -4.20037
H  -1.33604  -0.62396  -4.61750
H  -1.38611  1.14908  -4.70094
H  -2.86841  0.23461  -4.47829
C  -2.22435  1.78910  -2.25416
H  -1.76447  2.56795  -2.86911
C  1.34882  -2.49526  -2.03529
H  -2.05417  2.06650  -1.20587
H  -3.30966  1.80922  -2.41523
C  -1.15499  -2.53973  -2.44133
H  1.03731  -3.32846  -1.39970
H  1.88610  -2.92720  -2.89253
H  2.05552  -1.88715  -1.46749
C  0.12737  -1.71659  -2.55748
H  -0.90985  -3.59584  -2.59464
H  -1.92184  -2.26702  -3.17363
H  -1.59346  -2.44467  -1.45117
C  2.37175  0.44229  -3.22239
H  2.91571  0.24700  -2.29388
H  2.93945  1.18310  -3.80456
H  2.32446  -0.47523  -3.81625
C  1.13732  2.44154  -2.34768
H  0.18967  2.95777  -2.17610
H  1.72642  3.04439  -3.05495
H  1.68741  2.41670  -1.40070
H  0.14052  -2.52195  0.40262
H  0.43305  -2.98807  0.89204
N  0.93408  0.89156  7.94510
C  0.17901  -0.03179  7.25228
O  -0.46267  -0.87664  7.88414
C  0.19112  0.01149  5.74871
C  0.91342  0.91377  4.96794
C  0.81835  0.91750  3.57406
N  -0.02409  0.05062  2.91745
C  -0.63727  -0.92475  3.66584
C  -0.57760  -0.92001  5.04980
H  0.85043  0.90739  8.95462
H  1.35035  1.70686  7.49982
H  1.57034  1.63251  5.45475
H  1.41081  1.58845  2.94033
H  -1.17067  -1.70066  3.09345
H  -1.13757  -1.65376  5.64237

highest occupied orbital energy: -0.732 hartree
total charge: +4
molar mass: 546.9 g/mol
Kohn-Sham gap: 0.0779 hartree

2.
A molecular structure, C18H29LaN2 at a distorted geometry, computed with ωB97M-V with the def2-TZVPD basis set.

Positions of all 50 atoms, in Å:
C  1.39268  2.23285  -1.37907
H  2.16189  2.50833  -0.59488
H  1.74858  1.51104  -2.16803
H  1.33385  -0.12919  1.49054
C  0.12262  3.05689  -1.40926
H  -0.58458  2.42387  -2.00939
H  -0.29928  3.15400  -0.36195
C  0.51796  4.41439  -1.99104
H  -0.35243  5.05550  -1.92675
H  1.35466  4.81224  -1.41286
H  0.83779  4.26057  -3.02194
C  -0.95641  -1.77811  -0.17706
C  -1.60375  -0.99223  -1.16106
C  -0.64433  -0.62567  -2.15338
C  0.60838  -1.20324  -1.78492
C  0.41073  -1.91110  -0.54885
C  1.42490  -2.72950  0.16852
C  1.86167  -1.20006  -2.58477
C  -0.93261  0.08139  -3.42761
C  -3.06372  -0.72899  -1.19767
C  -1.60583  -2.41454  0.99307
La  0.44723  0.69850  0.10943
H  2.71819  -1.52113  -1.98114
H  1.80397  -1.88154  -3.44958
H  2.09338  -0.20429  -2.97812
H  2.45354  -2.40046  -0.04183
H  1.27159  -2.70167  1.25768
H  1.36333  -3.79336  -0.12350
H  -2.41996  -1.79816  1.38383
H  -2.03600  -3.39222  0.73728
H  -0.90183  -2.58515  1.81117
H  -3.32493  0.08065  -1.88746
H  -3.64204  -1.61545  -1.50665
H  -3.43890  -0.44734  -0.20576
H  -0.22358  0.89688  -3.60810
H  -0.88341  -0.58109  -4.30628
H  -1.93257  0.52640  -3.41608
N  1.71299  -0.63858  3.46828
C  0.56061  0.05840  3.67502
C  -0.09052  0.03806  4.91188
C  -1.34954  0.59599  4.91009
C  -2.00569  1.09524  3.77404
C  -1.32778  1.11971  2.57735
N  0.00517  0.77596  2.66008
H  2.30321  -0.52671  2.60214
H  2.23892  -1.18182  4.13424
H  0.46720  -0.40333  5.73546
H  -1.85654  0.61368  5.83610
H  -3.02775  1.45580  3.79700
H  -1.71284  1.50398  1.60367

highest occupied orbital energy (alpha / beta): -0.530 / -0.530 hartree
total charge: +2
molar mass: 412.4 g/mol
energy above the lowest of the compared OMol25 structures with the same formula, charge and spin: 154.4 kcal per mole
Kohn-Sham gap (alpha / beta): 0.2187 / 0.1867 hartree

3.
C18H29N3O2 in the gas phase, computed with ωB97M-V with the def2-TZVPD basis set.

Positions of all 52 atoms, in Å:
C  -2.03312  2.89102  -3.28732
C  -0.80251  2.50465  -2.47205
C  -1.03720  2.55438  -0.95687
C  -2.12691  1.54346  -0.57980
C  -2.39231  1.50983  0.91911
C  -1.08431  1.22698  1.64057
C  -0.06064  2.27603  1.22512
N  0.17299  2.22164  -0.20563
C  1.39871  2.88499  -0.61126
C  2.27499  1.91101  -1.42609
N  2.34471  0.63388  -0.75459
C  1.45200  -0.35309  -1.08790
O  0.84255  -0.35292  -2.14202
C  1.35284  -1.43307  -0.09991
N  2.32556  -1.66939  0.84926
C  1.95867  -2.68529  1.65068
C  2.82952  -3.17907  2.74172
C  0.69251  -3.11789  1.25052
C  -0.00097  -4.19864  1.94607
C  -1.35869  -4.61734  1.43728
O  0.49644  -4.75114  2.91056
C  0.31918  -2.32281  0.12311
C  -0.92637  -2.37025  -0.68934
H  -2.80711  2.13106  -3.23414
H  -2.44731  3.83469  -2.93548
H  -1.75577  3.00966  -4.33234
H  -0.48373  1.49634  -2.73736
H  -0.00439  3.19680  -2.74210
H  -1.38211  3.57451  -0.68368
H  -1.79329  0.55943  -0.91043
H  -3.04834  1.79448  -1.10367
H  -3.13529  0.74460  1.15238
H  -2.78907  2.47457  1.24670
H  -0.71491  0.23980  1.35702
H  -1.21828  1.25209  2.72373
H  0.88314  2.08054  1.74273
H  -0.41747  3.27587  1.54066
H  1.22063  3.79927  -1.18905
H  1.96192  3.17975  0.28116
H  1.84228  1.72149  -2.40753
H  3.28353  2.31875  -1.54332
H  2.59578  0.70219  0.22056
H  3.23472  -1.23500  0.86274
H  3.02577  -4.24185  2.61088
H  2.32454  -3.07435  3.70072
H  3.77149  -2.63361  2.76307
H  -1.73800  -5.42004  2.06524
H  -2.04872  -3.77868  1.46741
H  -1.28269  -4.96858  0.41175
H  -1.80233  -2.14165  -0.08345
H  -1.06433  -3.35469  -1.13168
H  -0.84829  -1.64443  -1.49373

highest occupied orbital energy: -0.308 hartree
molar mass: 319.4 g/mol
energy above the lowest of the compared OMol25 structures with the same formula, charge and spin: 0.0 kcal per mole
structure (SMILES): CC[C@H]1CCCCN1CCNC(=O)c1[nH]c(C)c(C(C)=O)c1C
Kohn-Sham gap: 0.3281 hartree

4.
A molecular structure, C18H29N3O7P2PbS2, computed with ωB97M-V with the def2-TZVPD basis set.

Positions of all 62 atoms, in Å:
Pb  -0.43561  -0.26341  -0.02179
C  -1.75414  -3.30325  -1.29614
C  -3.14990  -3.00777  -0.73718
N  -3.22624  -1.69200  -0.11546
C  -3.86883  -1.58568  1.18173
C  -3.09327  -2.26179  2.31478
S  -1.36845  -1.70187  2.53702
C  -0.42115  -3.21625  2.19048
C  -0.72955  -3.90765  0.86327
N  -0.69812  -3.02940  -0.31120
H  -1.55800  -2.66458  -2.15899
H  -1.74156  -4.34877  -1.63214
H  -3.41790  -3.76220  0.00538
H  -3.87345  -3.11858  -1.55025
H  -3.59085  -1.00436  -0.75844
H  -4.88368  -2.01095  1.19331
H  -3.96571  -0.52199  1.40929
H  -3.06532  -3.34353  2.18141
H  -3.61055  -2.06891  3.25491
H  -0.56669  -3.91492  3.01577
H  0.61208  -2.86743  2.20173
H  -1.71464  -4.36623  0.92299
H  -0.02045  -4.73532  0.75907
H  0.20663  -3.08233  -0.76578
C  -1.40319  2.23654  2.20306
C  0.08988  2.19185  2.37559
C  0.75686  3.21568  3.08545
C  2.11389  3.18038  3.18530
C  2.84145  2.13044  2.58451
C  4.24976  2.06189  2.65165
C  4.89873  1.03522  2.03243
C  4.17495  0.05112  1.33197
C  2.79969  0.06967  1.24790
S  1.99037  -1.21495  0.35901
C  2.10363  1.13895  1.89185
N  0.74198  1.20024  1.81329
H  -1.84585  3.01425  2.82348
H  -1.85078  1.27717  2.47198
H  -1.63709  2.44606  1.15415
H  0.18196  4.01588  3.53412
H  2.65359  3.95770  3.71636
H  4.79409  2.83087  3.18774
H  5.97972  0.97271  2.06918
H  4.70320  -0.75088  0.83121
C  -0.93112  2.28004  -4.05514
C  0.48323  1.90195  -3.65012
O  1.40965  2.43502  -4.59074
P  0.88088  2.55776  -1.98206
O  1.10113  4.12297  -2.22421
O  2.31501  1.97822  -1.65695
O  -0.14064  2.29104  -0.93279
P  0.77310  0.07941  -3.51695
O  0.44044  -0.46675  -4.99749
O  2.24975  -0.00777  -3.25545
O  -0.21862  -0.48813  -2.54239
H  -1.03528  3.36542  -4.09822
H  -1.64307  1.87883  -3.33324
H  -1.14399  1.86410  -5.04004
H  2.25255  1.97630  -4.46537
H  1.09279  4.60661  -1.38646
H  2.44968  1.08843  -2.08395
H  1.26301  -0.74505  -5.42238

highest occupied orbital energy: -0.270 hartree
molar mass: 732.7 g/mol
energy above the lowest of the compared OMol25 structures with the same formula, charge and spin: 0.0 kcal per mole
Kohn-Sham gap: 0.2801 hartree